# 1
Below is the molecule C6H13NO in a non-equilibrium geometry, with properties calculated with the ωB97M-V functional and the def2-TZVPD basis.

Atoms and positions in Å:
C 1.0699 1.1652 1.8303
N 0.2251 -0.1116 1.6523
C 0.1425 -0.7952 0.2816
C -0.4753 -0.2115 -1.0143
C -1.8771 -0.8863 -1.0700
C -0.4093 1.3417 -1.1937
C 1.5524 -1.2343 0.0381
O 1.8834 -1.6179 -1.0080
H 1.2774 1.2156 2.9278
H 0.6832 2.0929 1.3171
H 2.1052 1.0571 1.5147
H -0.7143 0.1318 2.0386
H -0.3480 -1.8343 0.4240
H 0.1401 -0.6063 -1.8745
H -2.2254 -0.9856 -0.0110
H -1.8156 -2.0147 -1.3864
H -2.6350 -0.5188 -1.5755
H 0.6882 1.7141 -1.3729
H -0.6457 1.4855 -2.2174
H -0.8876 1.8168 -0.2861
H 2.2658 -1.2043 0.9853

Output
Energy relative to the best compared isomer or geometry (same formula, charge and spin) in kJ/mol: 328.2
LUMO in hartree: 0.0319
SMILES: CN[C@H](C=O)C(C)C
HOMO-LUMO gap in eV: 10.13
Energy in eV: -9967.773


# 2
Below is a cluster of 2 separate species, C2H4BrNO in total in a non-equilibrium geometry, with properties calculated with the ωB97M-V functional and the def2-TZVPD basis.

Atoms and positions in Å:
C -0.6605 -0.5523 -0.8191
C 0.8431 0.1096 1.1213
N -1.0590 0.2483 -1.6363
O 1.2599 1.3262 0.7661
Br -0.8943 -2.4681 -0.6470
H 1.5732 -0.6695 1.0056
H 0.0319 -0.0010 1.8238
H -1.6417 0.0309 -2.4408
H 0.5474 1.9760 0.8263

Output
Energy relative to the best compared isomer or geometry (same formula, charge and spin) in kJ/mol: 403.2
LUMO (spin up / spin down) in hartree: 0.0094 / -0.0085
HOMO-LUMO gap (spin up / spin down) in eV: 8.07 / 7.41
Energy in eV: -75715.204


# 3
Below is the molecule C5H6O2, with properties calculated with the ωB97M-V functional and the def2-TZVPD basis.

Atoms and positions in Å:
O 1.9557 0.8232 -0.8861
C 2.0476 -0.2250 0.0415
C 0.7282 -0.6746 0.6269
C -0.4268 -0.0840 0.4973
C -1.6331 0.4246 0.3846
C -2.5307 -0.0155 -0.7074
O -3.6767 0.3555 -0.8185
H 1.6615 1.6172 -0.4228
H 2.7300 0.0182 0.8726
H 2.4958 -1.0698 -0.4920
H -2.0293 1.1424 1.1001
H 0.7532 -1.5837 1.2283
H -2.0753 -0.7286 -1.4245

Output
Energy relative to the best compared isomer or geometry (same formula, charge and spin) in kJ/mol: 208.3
LUMO in hartree: 0.0101
SMILES: O=CC=C=CCO
HOMO-LUMO gap in eV: 10.08
Energy in eV: -9374.936


# 4
Below is a cluster of 2 separate species, C3H8N2O2 in total in a non-equilibrium geometry, with properties calculated with the ωB97M-V functional and the def2-TZVPD basis.

Atoms and positions in Å:
C 0.8296 0.1554 -0.7754
C -0.8757 -1.6727 -1.5216
C -0.2383 -0.6335 -0.6027
N 1.3339 2.1188 1.6658
N -1.1854 -0.3596 0.4373
O -0.6996 0.3735 1.3078
O -2.2678 -0.8601 0.4776
H 1.4914 -0.1312 -1.5975
H 1.0618 0.9764 -0.0575
H 1.7831 1.2932 1.9884
H -1.4662 -2.2797 -0.9307
H -1.5051 -1.1726 -2.2039
H -0.0762 -2.2446 -2.1455
H 1.4123 2.6227 2.5162
H 0.4022 1.8140 1.4415

Output
Energy relative to the best compared isomer or geometry (same formula, charge and spin) in kJ/mol: 495.5
LUMO in hartree: -0.0252
SMILES: C=C(C)[N+](=O)[O-].N
HOMO-LUMO gap in eV: 9.35
Energy in eV: -10311.816


# 5
Below is a structure of composition C30H49N5O3S2Ti, with properties calculated with the ωB97M-V functional and the def2-TZVPD basis.

Atoms and positions in Å:
Ti 0.2471 0.4776 0.9053
C -2.2370 -2.5587 -0.1249
O -0.9261 -2.1648 -0.4078
C -0.1131 -3.1849 -0.9151
C 1.3136 -2.6586 -0.9480
O 1.4218 -1.3794 -1.5127
C 1.4239 -1.2912 -2.9141
C 0.0563 -0.9743 -3.5264
O -0.5830 0.1576 -3.0089
C 0.0090 1.3822 -3.4014
H -2.2569 -3.4401 0.5307
H -2.7941 -2.7918 -1.0462
H -2.7072 -1.7227 0.3912
H -0.4613 -3.5008 -1.9150
H -0.1407 -4.0697 -0.2595
H 1.9566 -3.3781 -1.4800
H 1.6694 -2.5541 0.0793
H 1.7704 -2.2404 -3.3540
H 2.1523 -0.5200 -3.1815
H -0.6315 -1.8071 -3.3634
H 0.2016 -0.8632 -4.6171
H 1.0499 1.4608 -3.0860
H -0.0473 1.4983 -4.4945
H -0.5632 2.1730 -2.9191
N 2.4870 -2.2654 4.3095
C 2.0365 -2.0693 2.9668
S 2.4041 -0.6562 2.0866
N 1.6291 -3.2871 2.3496
C 2.5623 -4.2345 1.9568
C 2.2794 -5.6034 2.0533
C 3.1870 -6.5522 1.5928
C 4.3987 -6.1631 1.0429
C 4.6883 -4.8048 0.9561
C 3.7889 -3.8446 1.3987
H 3.3588 -2.8020 4.3404
H 2.6869 -1.3544 4.7048
H 0.8297 -3.7088 2.8117
H 1.3388 -5.9155 2.4951
H 2.9434 -7.6061 1.6784
H 5.1074 -6.9027 0.6896
H 5.6281 -4.4814 0.5237
H 4.0030 -2.7855 1.3211
S 4.0536 1.7292 -2.1792
C 2.8416 1.4158 -1.1182
N 1.9484 1.2211 -0.3963
C -0.7843 0.0910 4.5369
C -1.4863 -0.5452 3.3212
C -1.4594 -2.0739 3.4973
C -2.9566 -0.0769 3.2903
N -0.8367 -0.1385 2.1261
H -1.1316 -0.3319 5.4876
H -0.9684 1.1682 4.5441
H 0.2908 -0.0693 4.4435
H -1.8900 -2.3837 4.4573
H -0.4247 -2.4040 3.4510
H -2.0182 -2.5538 2.6923
H -3.4810 -0.2976 4.2291
H -3.4871 -0.5693 2.4715
H -2.9865 0.9980 3.1059
C -3.5499 5.4315 -1.5962
C -3.0220 4.0753 -1.1909
C -3.6338 2.9208 -1.6600
C -3.1158 1.6772 -1.2730
C -3.7420 0.3983 -1.7656
C -2.0252 1.6193 -0.4371
C -1.3683 2.7735 0.0898
C -1.9236 4.0104 -0.3467
N -0.3311 2.5710 0.9093
C 0.3664 3.6671 1.5644
C 1.3519 3.0377 2.5583
C -0.5824 4.5681 2.3931
C 1.1915 4.5098 0.5761
H -4.3673 5.3357 -2.3127
H -2.7665 6.0395 -2.0552
H -3.9232 5.9846 -0.7303
H -4.4930 2.9778 -2.3209
H -4.4162 0.5896 -2.6039
H -4.3196 -0.0872 -0.9734
H -2.9668 -0.2949 -2.0927
H -1.6755 0.6152 -0.1714
H -1.4842 4.9448 -0.0307
H 0.8119 2.5328 3.3614
H 1.9990 3.8081 2.9920
H 1.9846 2.2980 2.0659
H -1.4513 3.9891 2.7096
H -0.9350 5.4450 1.8505
H -0.0666 4.9262 3.2881
H 1.9260 3.8726 0.0827
H 1.7211 5.3081 1.1068
H 0.5708 4.9666 -0.1947

Output
Net charge: -2
Energy relative to the best compared isomer or geometry (same formula, charge and spin) in kJ/mol: 116.4
LUMO (spin up / spin down) in hartree: 0.1645 / 0.1641
HOMO-LUMO gap (spin up / spin down) in eV: 4.76 / 5.51
Energy in eV: -90284.127
Multiplicity: 3


# 6
Below is a cluster of 2 separate species, C2H3N3O2 in total in a non-equilibrium geometry, with properties calculated with the ωB97M-V functional and the def2-TZVPD basis.

Atoms and positions in Å:
N 1.8146 0.3702 0.4726
C 0.5660 0.1623 -0.0336
N -0.0879 1.5101 -0.1610
O -1.2243 1.4530 -0.5224
C -3.0429 -0.9222 -0.6277
O -3.1188 -0.9160 0.5072
N -0.0602 -0.8874 -0.3571
H 2.5033 -0.3641 0.4448
H 2.1505 1.3214 0.4935
H 0.4997 -1.7274 -0.2163

Output
Energy relative to the best compared isomer or geometry (same formula, charge and spin) in kJ/mol: 340.7
LUMO in hartree: -0.0290
HOMO-LUMO gap in eV: 8.79
Energy in eV: -10684.926


# 7
Below is the molecule C13H19N3O in a non-equilibrium geometry, with properties calculated with the ωB97M-V functional and the def2-TZVPD basis.

Atoms and positions in Å:
C -4.8316 -1.4776 0.5568
H -5.4630 -1.1296 1.3712
C -3.3682 -1.1658 0.8495
C -3.1190 0.3115 1.1602
C -3.3899 1.2728 0.0017
C -2.4051 1.1094 -1.1612
C -1.0043 1.4672 -0.6969
O -0.7057 2.5466 -0.2517
N -0.1033 0.4365 -0.8217
N 1.1722 0.6027 -0.4431
C 2.0378 -0.3253 -0.5780
C 3.3959 -0.0154 -0.1224
N 4.3190 -0.9626 -0.2826
C 5.5527 -0.7160 0.1132
C 5.9472 0.4805 0.6923
C 4.9885 1.4702 0.8632
C 3.6932 1.2247 0.4518
H 2.9068 1.9535 0.5571
H 5.2516 2.4177 1.3112
H 6.9704 0.6324 0.9990
H 6.2590 -1.5217 -0.0440
C 1.7741 -1.6862 -1.1628
H 1.4226 -1.5990 -2.1919
H 2.6980 -2.2549 -1.1504
H 1.0203 -2.2163 -0.5790
H -0.4072 -0.4532 -1.2155
H -2.6774 1.8121 -1.9515
H -2.4477 0.0996 -1.5694
H -3.2961 2.2945 0.3741
H -4.4085 1.1408 -0.3651
H -3.7585 0.5976 1.9983
H -2.0827 0.4381 1.4831
H -2.7551 -1.4840 0.0037
H -3.0507 -1.7518 1.7154
H -5.1604 -0.9985 -0.3618
H -4.9747 -2.5503 0.4472

Output
Energy relative to the best compared isomer or geometry (same formula, charge and spin) in kJ/mol: 115.0
LUMO in hartree: 0.0140
SMILES: CCCCCC(=O)N/N=C(\C)c1ccccn1
HOMO-LUMO gap in eV: 8.97
Energy in eV: -20306.908


# 8
Below is a structure of composition C44H44BI2N13O4Sr in a non-equilibrium geometry, with properties calculated with the ωB97M-V functional and the def2-TZVPD basis.

Atoms and positions in Å:
Sr -0.5718 0.4278 0.5646
C 2.5095 1.0219 2.7678
C 2.0909 2.1277 1.8607
C 2.6112 3.4250 1.7846
C 1.8680 4.0478 0.8072
N 0.9651 3.1677 0.3369
N 1.1027 1.9852 0.9756
B -0.1086 3.4519 -0.7369
N -1.5406 3.2893 -0.1607
C -2.6345 3.9188 -0.6270
C -3.7210 3.5018 0.1093
C -3.1942 2.5789 1.0255
C -3.9139 1.8636 2.1196
N -1.8817 2.4424 0.8342
N -0.0324 2.4677 -1.9294
C 0.1578 2.7315 -3.2357
C -0.2241 1.6227 -3.9592
C -0.6415 0.6905 -3.0012
C -1.2014 -0.6696 -3.2615
N -0.5244 1.2078 -1.7769
N 0.0701 4.9123 -1.1467
C -0.3717 5.9811 -0.4307
C 0.2416 7.1006 -0.9240
C 1.0826 6.6257 -1.9570
C 2.0025 7.4170 -2.8252
N 0.9748 5.3131 -2.0670
H 3.4719 1.2495 3.2205
H 2.5946 0.0947 2.2085
H 1.7804 0.8742 3.5695
H 3.4178 3.8428 2.3624
H 1.9391 5.0564 0.4358
H -2.5777 4.6223 -1.4404
H -4.7426 3.8299 0.0184
H -4.3125 2.5830 2.8357
H -3.2311 1.1960 2.6398
H -4.7600 1.2953 1.7286
H 0.5500 3.6788 -3.5559
H -0.2144 1.5007 -5.0288
H -0.9486 -0.9810 -4.2723
H -2.2904 -0.6558 -3.1695
H -0.8156 -1.3998 -2.5525
H -1.0772 5.8690 0.3765
H 0.1092 8.1214 -0.6066
H 1.6858 8.4573 -2.8636
H 2.0236 7.0079 -3.8339
H 3.0183 7.3847 -2.4277
I 2.8092 -2.7818 2.9592
C 1.0017 -2.2555 3.8523
C 0.7816 -2.5545 5.1831
C -0.4758 -2.4006 5.7390
I -0.7068 -2.8174 7.7769
C -1.5920 -2.0103 4.9351
C -2.9292 -2.0378 5.3637
C -3.9341 -1.7369 4.4792
C -3.5873 -1.3627 3.1786
N -2.3409 -1.2695 2.7640
C -1.3566 -1.6140 3.5994
C -0.0053 -1.6462 3.0209
O 0.2308 -1.2140 1.8755
H 1.5987 -2.9320 5.7817
H -3.1596 -2.3225 6.3814
H -4.9718 -1.7831 4.7776
H -4.3537 -1.1195 2.4502
C -5.3657 -2.2861 -1.4493
N -4.0117 -2.1290 -0.9514
C -3.0688 -3.1175 -0.8255
C -1.9373 -2.5086 -0.3663
N -2.1748 -1.1674 -0.2133
C -3.4246 -0.9746 -0.5704
H -5.6989 -3.3062 -1.2782
H -5.4124 -2.0750 -2.5174
H -6.0335 -1.6034 -0.9284
H -3.2766 -4.1452 -1.0691
H -0.9727 -2.9392 -0.1473
H -3.9242 -0.0161 -0.5781
O 2.4508 -0.8612 -0.1462
N 1.5568 -1.1221 -0.7678
C -0.6373 -0.7773 -9.6160
C 0.4979 -0.4929 -8.6692
C 1.4133 0.4996 -8.9921
C 2.4867 0.7731 -8.1572
C 2.6445 0.0448 -6.9981
C 1.7345 -0.9585 -6.6527
N 1.9455 -1.5716 -5.4001
C 1.9403 -2.8966 -5.0726
C 2.0243 -3.8754 -6.0792
C 2.0562 -5.2142 -5.7689
C 2.0076 -5.6456 -4.4438
C 1.9419 -4.7128 -3.4376
C 1.9141 -3.3396 -3.7182
C 1.8634 -2.4340 -2.5755
O 1.6444 -2.8769 -1.3928
O 2.0425 -1.1728 -2.6492
C 0.6339 -1.2254 -7.4789
C -0.4385 -2.2231 -7.1284
H -0.5481 -0.1571 -10.5055
H -1.6106 -0.5710 -9.1649
H -0.6335 -1.8252 -9.9220
H 1.2761 1.0749 -9.8993
H 3.1991 1.5452 -8.4168
H 3.4813 0.2378 -6.3376
H 2.2166 -0.9414 -4.6605
H 2.0875 -3.5433 -7.1068
H 2.1376 -5.9453 -6.5630
H 2.0343 -6.7009 -4.2103
H 1.9268 -5.0221 -2.4010
H -0.3813 -2.5652 -6.0996
H -0.3734 -3.1041 -7.7731
H -1.4243 -1.7840 -7.2883

Output
Net charge: +1
Energy relative to the best compared isomer or geometry (same formula, charge and spin) in kJ/mol: 173.7
LUMO (spin up / spin down) in hartree: -0.1192 / -0.2033
HOMO-LUMO gap (spin up / spin down) in eV: 6.09 / 3.81
Energy in eV: -91615.024
Multiplicity: 2